(1)
Below is a 2-piece molecular cluster, C4H10O overall at a distorted geometry, with properties calculated with ωB97M-V/def2-TZVPD.

```
15
Properties=species:S:1:pos:R:3
C -2.10 -0.68 0.07
C -0.69 -0.23 0.29
C 0.30 -0.91 -0.29
C 1.79 -0.68 -0.05
H -2.35 -1.13 -0.90
H -2.45 -1.39 0.83
H -2.78 0.20 0.09
H -0.54 0.62 0.96
H 0.08 -1.80 -0.86
H 1.97 -1.13 0.92
H 2.49 -1.12 -0.75
H 2.04 0.39 -0.01
O 0.79 2.89 0.22
H 0.10 2.81 -0.47
H 1.34 2.16 -0.07
```

Its net charge is 0. The highest occupied orbital energy is -9.3 eV. As for the LUMO energy: 1.0 eV. As for the spin multiplicity: 1. As for the SMILES: C/C=C/C.O.

How is the electron density shared among the atoms? According to natural (NBO), the charges in e are: C -0.647; C -0.210; C -0.182; C -0.640; H 0.216; H 0.217; H 0.210; H 0.213; H 0.191; H 0.225; H 0.219; H 0.187; O -0.924; H 0.466; H 0.460



(2)
Below is a 2-piece molecular cluster, C4H10O overall at a distorted geometry, with properties calculated with ωB97M-V/def2-TZVPD.

```
15
Properties=species:S:1:pos:R:3
C -0.01 1.52 -0.43
C -0.59 0.51 0.54
C 0.37 -0.10 1.53
O -1.77 0.20 0.51
H -0.79 1.89 -1.11
H 0.80 1.05 -1.03
H 0.42 2.37 0.13
H 1.18 -0.63 1.00
H 0.82 0.69 2.16
H -0.15 -0.81 2.19
C -0.06 -1.34 -1.10
H -0.07 -2.19 -1.80
H 0.97 -0.97 -0.99
H -0.44 -1.66 -0.12
H -0.69 -0.53 -1.49
```

Its net charge is 0. The highest occupied orbital energy is -9.7 eV. As for the LUMO energy: 0.9 eV. As for the spin multiplicity: 1. As for the SMILES: CC(C)=O.C.

How is the electron density shared among the atoms? According to natural (NBO), the charges in e are: C -0.737; C 0.616; C -0.737; O -0.563; H 0.237; H 0.235; H 0.233; H 0.235; H 0.232; H 0.237; C -0.850; H 0.221; H 0.195; H 0.223; H 0.223



(3)
Below is a 2-piece molecular cluster, C4H10O overall at a distorted geometry, with properties calculated with ωB97M-V/def2-TZVPD.

```
15
Properties=species:S:1:pos:R:3
C 1.16 2.31 0.15
C 0.03 1.59 0.07
C -0.11 0.27 -0.61
C 1.25 -0.34 -1.12
H 1.19 3.38 0.31
H 2.09 1.92 -0.24
H -0.91 2.04 0.37
H -0.81 0.39 -1.43
H -0.48 -0.52 0.06
H 1.66 0.37 -1.84
H 1.06 -1.34 -1.47
H 1.88 -0.42 -0.23
O -1.99 -2.77 1.26
H -1.64 -3.65 1.07
H -2.01 -2.70 2.22
```

Its net charge is 0. The highest occupied orbital energy is -9.4 eV. As for the LUMO energy: 0.8 eV. As for the spin multiplicity: 1. As for the SMILES: C=CCC.O.

How is the electron density shared among the atoms? According to natural (NBO), the charges in e are: C -0.424; C -0.158; C -0.443; C -0.609; H 0.200; H 0.185; H 0.194; H 0.211; H 0.224; H 0.205; H 0.211; H 0.203; O -0.940; H 0.471; H 0.471



(4)
Below is a 2-piece molecular cluster, C4H10O overall at a distorted geometry, with properties calculated with ωB97M-V/def2-TZVPD.

```
15
Properties=species:S:1:pos:R:3
C 0.94 -0.30 -2.05
C 0.70 -0.61 -0.56
C -0.06 0.49 0.17
C -0.96 -0.10 1.95
O -1.93 0.82 2.19
H -0.01 -0.15 -2.58
H 1.53 0.62 -2.18
H 1.48 -1.11 -2.55
H 0.13 -1.55 -0.49
H 1.67 -0.80 -0.08
H -1.01 0.74 -0.28
H 0.55 1.41 0.26
H -1.40 -0.98 1.50
H 0.09 0.17 1.70
H -1.65 1.40 2.92
```

Its net charge is 0. The highest occupied orbital energy is -7.8 eV. As for the LUMO energy: 1.0 eV. As for the spin multiplicity: 1.

How is the electron density shared among the atoms? According to natural (NBO), the charges in e are: C -0.597; C -0.431; C -0.459; C -0.125; O -0.696; H 0.204; H 0.202; H 0.209; H 0.200; H 0.198; H 0.208; H 0.193; H 0.167; H 0.247; H 0.478



(5)
Below is a 2-piece molecular cluster, C4H10O overall, with properties calculated with ωB97M-V/def2-TZVPD.

```
15
Properties=species:S:1:pos:R:3
C -2.11 0.38 0.53
C -1.22 -0.38 -0.46
C 0.19 0.12 -0.45
O 1.14 -0.74 -0.56
C 2.43 -0.50 -0.54
H -2.11 1.46 0.30
H -3.14 0.03 0.48
H -1.74 0.26 1.55
H -1.66 -0.31 -1.47
H -1.20 -1.45 -0.20
H 1.22 0.53 1.51
H 0.43 1.17 -0.60
H 2.77 0.50 -0.79
H 1.95 0.30 1.41
H 3.04 -1.38 -0.70
```

Its net charge is 0. The highest occupied orbital energy (alpha / beta) is -7.1 / -7.3 eV. As for the LUMO energy (alpha / beta): 0.9 / 1.0 eV. As for the spin multiplicity: 1.

How is the electron density shared among the atoms? According to natural (NBO), the charges in e are: C -0.598; C -0.466; C 0.113; O -0.349; C -0.207; H 0.203; H 0.211; H 0.210; H 0.205; H 0.220; H -0.037; H 0.162; H 0.160; H -0.007; H 0.180



(6)
Below is the molecule C4H10O, with properties calculated with ωB97M-V/def2-TZVPD.

```
15
Properties=species:S:1:pos:R:3
C 0.10 1.56 0.24
C 0.15 0.04 0.27
C 1.38 -0.50 -0.46
C -1.15 -0.60 -0.26
O -1.44 -1.85 0.33
H 0.98 2.00 0.73
H -0.79 1.95 0.75
H 0.08 1.94 -0.79
H 0.22 -0.27 1.33
H 1.43 -0.09 -1.48
H 2.30 -0.21 0.06
H 1.35 -1.59 -0.53
H -1.06 -0.80 -1.33
H -1.99 0.11 -0.13
H -1.58 -1.68 1.27
```

Its net charge is 0. The highest occupied orbital energy is -10.2 eV. As for the LUMO energy: 1.1 eV. As for the spin multiplicity: 1. As for the SMILES: CC(C)CO.

How is the electron density shared among the atoms? According to natural (NBO), the charges in e are: C -0.606; C -0.245; C -0.606; C -0.055; O -0.713; H 0.212; H 0.206; H 0.203; H 0.188; H 0.200; H 0.207; H 0.219; H 0.177; H 0.155; H 0.459



What did we get for ΔE to the lowest compared entry with this formula, charge and spin? Answer: 24.6; 20.3; 25.9; 87.8; 103.1; 7.2 kcal per mole, in the order shown.